Record 1
Density functional theory data (the ωB97M-V functional and the def2-TZVPD basis) for a molecular structure, C13H26NO4OsP2.

LUMO energy (alpha / beta)	-0.446 / -0.535	Eh
2S+1	5
net charge	+3
frontier orbital gap (alpha / beta)	0.2433 / 0.1552	Ha

Last column: Löwdin charge in e.
Cartesian coordinates (Å):
1 Os 0.0535 0.3489 0.0374  1.46
2 P -2.0795 0.2069 -0.5308  0.73
3 C -2.1975 0.7856 -2.2759  -0.19
4 C -0.8300 1.2381 -2.7733  -0.25
5 N 0.2426 1.1184 -1.9540  -0.07
6 C 1.4754 1.5331 -2.3286  -0.28
7 C 1.6511 2.2376 -3.5144  0.06
8 C 0.5514 2.4781 -4.3312  0.07
9 C -0.6925 1.9689 -3.9530  0.06
10 C 2.6321 1.1073 -1.4463  -0.20
11 P 2.1130 -0.2852 -0.3396  0.72
12 H -1.5967 2.1753 -4.5264  0.16
13 H 2.6590 2.6032 -3.7344  0.16
14 H 0.6710 3.0684 -5.2379  0.15
15 H 3.4529 0.7306 -2.0726  0.12
16 H 3.0434 1.9460 -0.8577  0.13
17 H -2.6552 -0.0004 -2.8858  0.12
18 H -2.9569 1.5927 -2.2883  0.13
19 H -1.2144 -2.5815 -3.7311  0.00
20 O -1.6605 -2.4018 -4.5764  -0.07
21 H -2.4606 -2.9719 -4.5594  0.07
22 H -0.0196 -2.5529 -0.7274  -0.03
23 O -0.2394 -3.2916 -1.3150  -0.06
24 H 0.0479 -4.0873 -0.7975  0.10
25 C 2.6242 -1.7511 -1.3003  -0.18
26 H 3.5756 -1.5069 -1.8035  0.09
27 H 2.7846 -2.5902 -0.6056  0.08
28 H 1.8548 -2.0635 -2.0232  0.06
29 C 3.2194 -0.2860 1.0912  -0.17
30 H 3.1733 -1.2666 1.5821  0.09
31 H 4.2358 -0.0873 0.7327  0.10
32 H 2.9230 0.4759 1.8214  0.06
33 C -3.0097 1.5457 0.3182  -0.19
34 H -3.9717 1.7089 -0.1882  0.09
35 H -3.1671 1.2534 1.3652  0.08
36 H -2.4567 2.4922 0.2862  0.06
37 C -3.1492 -1.2344 -0.3491  -0.18
38 H -3.4023 -1.3835 0.7109  0.09
39 H -4.0726 -1.0836 -0.9223  0.10
40 H -2.6348 -2.1236 -0.7360  0.05
41 C 0.0737 2.9128 3.2619  0.07
42 C 0.1333 1.9468 2.0992  -0.61
43 O 0.0449 0.6782 2.2478  -0.07
44 O 0.2552 2.4158 0.9061  -0.07
45 H 0.1935 2.4278 4.2378  0.12
46 H -0.8894 3.4405 3.2451  0.12
47 H 0.8675 3.6502 3.1067  0.12

Atoms 1-6, force components in eV/Å:
Os 0.1 3.6 2.9
P -5.8 0.7 -1.3
C 0.5 0.0 -0.1
C -1.0 1.3 -0.5
N -0.3 -1.6 1.2
C 0.7 0.2 -0.5

=====

Record 2
Density functional theory data (the ωB97M-V functional and the def2-TZVPD basis) for a molecular structure, C13H26OP2STl.

LUMO energy	-0.144	Eh
2S+1	1
net charge	+1
frontier orbital gap	0.2251	Ha

Last column: Löwdin charge in e.
Cartesian coordinates (Å):
1 Tl 0.2408 0.0217 -1.6805  0.40
2 H -1.1516 -0.5317 -0.1803  0.01
3 H -1.1676 0.4856 -0.1695  0.01
4 P -0.0044 -2.4614 -1.7225  0.62
5 P -0.0071 2.4971 -1.6978  0.63
6 C 1.3977 3.3154 -0.9986  -0.25
7 H 1.3229 4.3712 -1.2808  0.06
8 H 1.4141 3.2306 0.0961  0.07
9 H 2.3342 2.9000 -1.3920  0.07
10 C 0.0184 2.7611 -3.4593  -0.27
11 H -0.8495 2.2984 -3.9436  0.06
12 H -0.0037 3.8416 -3.6102  0.06
13 H 0.9297 2.3429 -3.9030  0.06
14 C -1.4772 3.2916 -1.0665  -0.23
15 H -1.5230 3.2309 0.0285  0.06
16 H -1.4213 4.3425 -1.3695  0.07
17 H -2.3885 2.8416 -1.4813  0.07
18 C 0.1971 -2.7107 -3.4736  -0.27
19 H 0.1521 -3.7884 -3.6393  0.06
20 H -0.5975 -2.2122 -4.0418  0.06
21 H 1.1651 -2.3232 -3.8132  0.06
22 C 1.2954 -3.3228 -0.8878  -0.24
23 H 1.1970 -3.2498 0.2037  0.07
24 H 1.2236 -4.3738 -1.1897  0.06
25 H 2.2796 -2.9302 -1.1734  0.07
26 C -1.5546 -3.2207 -1.2571  -0.23
27 H -2.4042 -2.7404 -1.7594  0.06
28 H -1.4939 -4.2690 -1.5649  0.07
29 H -1.7124 -3.1674 -0.1727  0.06
30 C 1.5810 0.0131 0.0253  -0.55
31 O 2.6183 0.0115 0.6544  -0.05
32 H -1.3446 0.0133 -2.4463  -0.05
33 S 0.1206 -0.0027 1.4048  0.83
34 C 0.0431 -0.0595 3.0397  -0.64
35 C 1.0828 -0.6564 3.7710  -0.09
36 C 1.0046 -0.6260 5.1548  -0.08
37 C -0.0854 -0.0371 5.8030  -0.07
38 C -1.1235 0.5371 5.0545  -0.08
39 C -1.0806 0.5284 3.6678  -0.10
40 H 1.9206 -1.0905 3.2405  0.10
41 H 1.8176 -1.0678 5.7245  0.11
42 H -0.1262 -0.0185 6.8914  0.11
43 H -1.9722 1.0011 5.5517  0.11
44 H -1.8672 0.9836 3.0631  0.10

Atoms 1-6, force components in eV/Å:
Tl -1.1 0.0 -1.6
H -0.8 3.3 -0.3
H -0.8 -3.4 -0.4
P 0.1 0.0 0.4
P 0.2 0.1 0.4
C 0.6 1.0 0.2

=====

Record 3
Density functional theory data (the ωB97M-V functional and the def2-TZVPD basis) for a molecular structure, C13H27BBr2F4K2NO7.

LUMO energy	-0.148	Eh
2S+1	1
net charge	+1
frontier orbital gap	0.2495	Ha

Last column: Löwdin charge in e.
Cartesian coordinates (Å):
1 K 0.2932 -1.9241 -7.0377  0.99
2 K -4.0246 -3.0080 -0.4827  0.99
3 B 1.1200 -2.2079 -1.6319  -1.33
4 F 0.6074 -3.3117 -2.2953  0.08
5 F 0.7907 -2.3908 -0.3234  0.12
6 F 2.4919 -2.0884 -1.8342  0.11
7 F 0.4448 -1.0056 -2.0300  0.03
8 C -1.7556 -2.6198 6.5165  -0.07
9 C -0.7428 -3.6756 6.9182  -0.19
10 O -1.4889 -4.7082 7.6348  0.01
11 C -0.8888 -5.8003 8.1267  -0.50
12 O 0.3586 -6.0742 8.0451  0.05
13 O -1.8592 -6.6292 8.5877  -0.02
14 C -1.5460 -7.9657 9.0427  -0.03
15 H -2.4842 -2.4789 7.3149  0.08
16 H -2.3373 -2.8970 5.6373  0.07
17 H -1.2183 -1.7002 6.2849  0.08
18 H 0.0988 -3.3624 7.5360  0.13
19 H -0.3053 -4.0964 6.0128  0.12
20 H -0.6070 -7.8622 9.5865  0.08
21 H -1.2142 -8.6321 8.2465  0.09
22 H -2.2029 -8.4599 9.7584  0.09
23 C -7.2213 10.4543 -2.6567  -0.06
24 C -7.7842 9.0239 -2.5515  -0.21
25 O -6.6651 8.1917 -2.7333  0.00
26 C -5.9151 7.8237 -1.6542  -0.48
27 O -5.9450 8.4620 -0.5407  0.06
28 O -5.1837 6.7672 -2.0000  0.01
29 C -4.4608 6.0630 -1.0400  -0.07
30 H -6.7982 10.6824 -3.6350  0.08
31 H -6.3863 10.5873 -1.9689  0.07
32 H -7.9611 11.1900 -2.3411  0.08
33 H -8.5960 8.8993 -3.2681  0.12
34 H -8.2222 8.8139 -1.5758  0.12
35 H -3.7355 6.6277 -0.4543  0.10
36 H -3.9739 5.2250 -1.5389  0.09
37 H -5.0573 5.5718 -0.2712  0.10
38 C 6.4146 1.6525 -6.1749  -0.35
39 O 5.4018 1.4014 -6.8764  -0.06
40 N 7.2402 2.6424 -6.4472  -0.16
41 C 8.5534 2.7397 -5.6940  -0.04
42 C 7.1679 3.4899 -7.7048  -0.02
43 H 6.7201 0.9724 -5.3648  0.13
44 H 8.5642 2.1931 -4.7511  0.08
45 H 8.6676 3.7479 -5.2957  0.08
46 H 9.3760 2.3743 -6.3087  0.09
47 H 7.0145 4.4873 -7.2927  0.09
48 H 7.9483 3.3681 -8.4560  0.09
49 H 6.2716 3.2848 -8.2903  0.07
50 Br 3.4942 -9.8246 0.0375  0.58
51 C 3.0699 -7.9233 0.2306  -0.66
52 C 2.2961 -7.7021 1.5844  -0.70
53 Br 0.5514 -8.5428 1.5992  0.58
54 H 2.5208 -7.6180 -0.6601  0.05
55 H 4.0081 -7.3685 0.2222  0.05
56 H 2.2419 -6.6551 1.8826  0.06
57 H 2.8527 -8.2037 2.3761  0.04

Atoms 1-6, force components in eV/Å:
K 0.2 0.1 0.3
K 0.4 0.0 0.1
B 0.1 1.0 0.0
F -0.5 -0.7 -1.4
F -0.1 -0.2 2.0
F -0.1 0.0 -0.2

=====

Record 4
Density functional theory data (the ωB97M-V functional and the def2-TZVPD basis) for C13H27BF4O4Si in the gas phase.

LUMO energy	-0.019	Eh
2S+1	1
frontier orbital gap	0.3486	Ha
SMILES	CCOCCO[Si@](OC[C@@H](C)C(C)C)(B(C)O)C(F)(F)C(F)F

Last column: Löwdin charge in e.
Cartesian coordinates (Å):
1 C 0.6411 0.3160 3.9479  -0.10
2 C -0.8417 -0.3033 3.6237  -0.24
3 O -0.9800 -1.7501 3.8449  -0.22
4 C -0.0004 -2.5363 3.0826  -0.16
5 C -0.1131 -2.3133 1.4286  -0.20
6 O 1.1292 -1.6325 1.0387  -0.25
7 Si 1.2285 -1.3227 -0.6840  0.70
8 O 0.5038 0.2195 -1.1934  -0.25
9 C -0.7960 0.4286 -0.5380  -0.23
10 C -1.7440 1.5800 -1.2180  -0.27
11 C -3.1915 1.5259 -0.3816  -0.10
12 C -1.1948 3.1175 -1.0583  -0.36
13 C 0.2851 3.3951 -1.7077  -0.12
14 C -2.2222 4.2243 -1.7726  -0.11
15 B 0.6043 -2.7489 -1.8229  -0.38
16 C 0.3036 -2.3915 -3.4230  -0.08
17 O 0.3901 -4.1631 -1.4247  -0.02
18 C 3.1436 -1.1265 -1.0774  -0.24
19 F 3.4371 0.0969 -1.8611  -0.02
20 F 3.5568 -2.3261 -1.8640  -0.04
21 C 3.9947 -1.2195 0.3510  -0.10
22 F 5.4530 -1.3743 0.0060  -0.05
23 F 3.7416 -0.0818 1.2670  -0.02
24 H 0.6436 1.4267 3.5112  0.09
25 H 1.5346 -0.2321 3.4222  0.06
26 H 0.8225 0.4518 5.1178  0.09
27 H -1.2345 -0.0181 2.5573  0.09
28 H -1.5915 0.2196 4.3920  0.14
29 H -0.2276 -3.6865 3.3076  0.14
30 H 1.1267 -2.3831 3.4418  0.14
31 H -1.0992 -1.7241 1.2077  0.12
32 H -0.2446 -3.3967 0.9879  0.13
33 H -0.5550 0.6707 0.6041  0.14
34 H -1.3908 -0.6003 -0.6513  0.13
35 H -1.9579 1.3364 -2.3531  0.15
36 H -3.0442 0.7743 0.5337  0.08
37 H -4.0799 1.1278 -1.0308  0.08
38 H -3.4520 2.5662 0.1074  0.09
39 H -1.1768 3.3819 0.0898  0.14
40 H 1.1317 2.8224 -1.1336  0.08
41 H 0.5046 4.5569 -1.5528  0.09
42 H 0.3265 3.2388 -2.8881  0.10
43 H -3.2677 3.7689 -2.0422  0.08
44 H -1.7034 4.5585 -2.7903  0.08
45 H -2.3207 5.2063 -1.1305  0.09
46 H 1.3095 -1.9512 -3.8586  0.09
47 H 0.0838 -3.3694 -4.0678  0.09
48 H -0.5893 -1.6417 -3.5593  0.08
49 H -0.5446 -4.4711 -1.6413  0.12
50 H 3.6673 -2.2467 0.8554  0.18

Atoms 1-6, force components in eV/Å:
C -0.2 1.2 -0.2
C -0.2 1.0 0.9
O 1.7 0.6 -1.2
C 0.2 -1.2 -0.4
C -0.6 -1.2 2.2
O -1.4 -0.1 -2.6